13
Properties=species:S:1:pos:R:3 method="wB97M-V/def2-TZVPD" e_tot_ha=-340.6860 de_lowest_kj_mol=286.0 gap_ev=8.8
H -0.91746 -1.52195 1.60951
C -1.58706 0.40757 0.75916
N -1.12201 1.27828 -0.17219
H 2.17242 -0.93167 -0.66078
C 0.35996 -0.50917 0.10316
H 0.23387 0.96588 -2.43763
H -2.49563 0.63800 1.30426
H -0.05541 1.72458 0.24590
H 1.77740 -1.85613 0.67688
C -0.74916 -0.68569 0.93993
O 0.80395 1.14750 -1.67727
C 0.15176 0.70927 -0.55667
N 1.42737 -1.36649 -0.13426

***

12
Properties=species:S:1:pos:R:3 method="wB97M-V/def2-TZVPD" e_tot_ha=-244.5791 de_lowest_kj_mol=252.8 gap_ev=9.5 smiles="C=CNNN"
N 0.50044 -0.87575 -0.06277
N 1.49184 0.91652 0.94797
H -0.11051 -0.12156 1.70049
H -2.37481 0.42482 -1.36260
H 0.96903 1.54811 0.33934
H -0.82410 -1.41221 -1.51995
N 0.74774 -0.26938 1.15398
C -1.51514 0.38248 -0.70223
H 0.82371 -1.84403 -0.12687
H -1.38667 1.19533 0.00272
C -0.65039 -0.63347 -0.77853
H 2.32884 0.68915 0.40844

***

38
Properties=species:S:1:pos:R:3 method="wB97M-V/def2-TZVPD" e_tot_ha=-3066.8536 de_lowest_kj_mol=110.9 spin_multiplicity=7 gap_ev="7.1 / 7.2"
C 2.40969 -1.73775 2.18639
H -0.32347 -2.79517 -0.76178
H -2.63535 2.20350 -2.85183
H -0.59831 -1.54582 1.33693
H -3.26496 3.64525 -0.88644
O 2.16269 -2.05849 0.92288
H -1.94857 -0.61964 0.63874
S 0.46923 1.45724 0.48352
C 3.12054 -0.64577 2.60004
H -2.11544 2.76010 0.11524
S 1.46607 1.01109 -2.76959
C 2.40016 -1.79395 4.61395
C -1.96679 2.38761 -2.01215
O 1.10909 -3.43834 3.31917
H -0.39097 3.17604 -3.27129
Tb 2.57859 -0.21205 0.05541
C -2.75698 2.68721 -0.76393
H -2.11210 -2.35132 0.93390
C -2.00905 -1.99950 -1.81823
H -1.49468 4.36659 -2.59116
O -1.32983 1.07020 -1.85811
O 2.56832 -0.28630 -2.39519
O 3.74437 0.15966 -1.60723
O 2.22434 -2.11245 5.76357
O 3.64501 0.27362 1.78345
C 1.85582 -2.49688 3.35333
H -1.58074 -2.08878 -2.81558
H -0.25638 3.64395 -1.55973
C -1.41588 -1.57242 0.61810
H -2.59531 -2.89749 -1.61540
C -0.95418 3.44343 -2.37615
H -3.50758 1.91777 -0.58641
O 3.75713 0.24844 4.75787
P 0.06893 0.68991 -1.26014
C 3.19887 -0.57859 4.09295
H -2.67881 -1.14179 -1.79502
O 0.08264 -0.87994 -1.20833
C -0.92612 -1.88918 -0.77175

***

14
Properties=species:S:1:pos:R:3 method="wB97M-V/def2-TZVPD" e_tot_ha=-307.6815 de_lowest_kj_mol=81.2 gap_ev=11.0 smiles="CC(=O)[C@@H](C)O"
C 1.55798 0.93444 0.50853
H 2.09097 0.53817 -0.36361
H -1.45777 -1.13323 1.34257
O -1.91432 -0.51745 0.74240
C -0.68378 -0.61843 -1.33663
C -0.87958 0.09812 0.02104
H 0.33238 -0.98885 -1.51701
H 2.24830 0.97168 1.35352
H -1.36544 -1.46777 -1.27884
H 1.21335 1.94224 0.25853
H -1.15292 1.15063 -0.13258
C 0.40010 0.03501 0.85689
H -0.97942 -0.00047 -2.18822
O 0.45555 -0.76598 1.76963

***

116
Properties=species:S:1:pos:R:3 method="wB97M-V/def2-TZVPD" e_tot_ha=-5388.0668 charge=+3 gap_ev=5.3
H -2.62255 -0.18546 4.58481
H 3.55839 3.01148 4.27265
C 1.25612 -2.78436 -0.70764
H -0.15718 4.39863 1.31840
C 3.62133 -2.99723 -1.11255
H -3.98847 0.67167 -1.05273
C -6.28091 -0.46777 -2.23280
H -2.45023 -2.73921 -5.93391
H 2.92527 0.80392 -4.86742
H -3.38425 0.57354 1.63020
C 3.66613 -1.37942 6.25342
H -1.53708 -3.15825 2.77094
H -2.63879 -0.99205 3.03727
C 3.43210 -4.32400 -1.46969
C -5.74862 1.94045 -2.79145
H 4.17509 1.85456 0.54622
H -7.23435 0.51776 -4.57264
C -2.05134 -0.54920 -4.31344
C 2.00745 0.75310 5.58605
C -3.38797 -0.26121 -4.31779
C -0.88998 -2.53416 2.14873
C 2.60408 1.09941 -3.87692
H -5.43721 2.11748 -1.76247
C 4.48699 -0.26454 0.13768
H -1.08369 -1.87544 4.78220
C 1.00906 2.74927 2.03612
H -5.93786 -0.33693 -1.20689
H -6.81131 2.17227 -2.85758
C 0.05738 -1.52383 -5.42210
C 2.16297 -4.88653 -1.42829
C 0.66215 4.09085 1.95571
H -3.85551 1.51256 3.05972
H 1.26420 3.73826 -2.22485
H -3.93284 -0.34159 -5.24375
H -0.47627 1.71210 4.42194
C 1.35342 5.03279 2.70095
C -2.12044 0.06172 -1.81098
C -2.19025 -1.82266 -6.46486
N -1.80785 0.92254 2.98012
H 4.28030 -4.92148 -1.77564
H -3.10246 -1.34958 -6.82403
C 4.74086 1.00834 0.94842
C 1.07341 -4.11588 -1.04448
C 1.82266 1.87552 -1.32390
H 4.93806 -0.10934 2.78884
H -6.16739 -1.51446 -2.51603
C 2.93481 -0.72545 7.23913
C -3.05156 1.34155 2.33089
H 0.76087 -0.85948 -4.92552
H 2.02318 -5.92456 -1.69864
Br -1.17392 0.34048 -0.21108
C 2.75267 3.30360 3.60975
H 4.95891 -0.21212 -0.84513
H 4.31821 -2.20150 6.51588
P 2.71510 -0.50995 -0.16367
H 4.12904 -1.50761 4.17800
C -1.32784 -0.89151 -5.58855
H 0.44153 -1.73832 -6.41846
H -5.72870 0.94920 -5.36243
C -0.77406 -1.07563 4.10101
C -1.34034 -0.46257 -2.97840
C 3.56533 -0.97396 4.93426
H 5.79296 1.28086 0.86419
H 1.55271 0.85695 7.67572
H -6.08986 -0.74996 -4.97320
C -4.10109 0.15660 -3.17755
H 3.16448 -0.76543 -2.99088
C -1.43090 1.94985 3.95513
H 1.08207 6.07827 2.63918
H 3.02137 -1.03928 8.27087
C -1.15489 0.47370 -6.31679
H -2.19171 2.04718 4.74213
H -0.09766 -0.42824 4.65644
Pt 1.31842 -0.67520 1.62646
H -2.88628 2.26838 1.77987
C -3.42625 0.32074 -1.90564
H 1.55686 -3.21040 2.96617
N 0.01900 -1.73809 3.01550
C 1.66989 2.74898 -2.39213
H -1.32562 2.91184 3.45852
C 2.75102 0.22103 -2.81605
C 2.73177 0.09650 4.59002
C -5.56054 0.46808 -3.23606
H -7.34282 -0.22429 -2.25816
H 4.76000 1.61035 3.03301
O -0.21523 -0.83758 -2.81687
H -2.11458 0.94892 -6.51798
H 0.43241 2.00413 1.49999
C -6.17295 0.28035 -4.62330
H 1.50616 -2.22700 4.45028
H 0.08309 -4.55243 -1.01857
H -0.65864 0.28053 -7.26807
C 0.90714 -2.72884 3.69622
H -0.29278 -3.18836 1.51380
H -1.60968 -2.09727 -7.34405
H 0.29432 -3.49155 4.18292
H -0.53065 1.15804 -5.73881
H 4.62276 -2.58851 -1.13754
C 2.35969 0.60930 -1.53342
H 1.53120 2.19149 -0.32916
C 4.41617 0.77418 2.42067
H 0.01609 -2.46308 -4.87014
C 2.53175 -2.21464 -0.73086
H 2.91818 5.36863 4.13557
H 1.96107 3.05099 -4.49513
C 2.10754 0.33762 6.90591
C -2.02953 -0.34538 3.66992
H -1.50537 -1.88540 1.53147
H 0.38811 -2.17598 -0.46665
P 2.65331 0.64885 2.87805
H -5.21282 2.62583 -3.44891
H 1.39012 1.60811 5.34077
C 2.06588 2.35030 2.84725
C 2.39024 4.63662 3.53959
C 2.06187 2.36198 -3.66654
H 4.88635 -1.13407 0.66427

***

18
Properties=species:S:1:pos:R:3 method="wB97M-V/def2-TZVPD" e_tot_ha=-466.0913 de_lowest_kj_mol=20.4 spin_multiplicity=3 gap_ev="6.7 / 7.8"
H -1.30842 1.29123 0.07405
H 0.21381 -0.83163 1.68192
H 2.57367 0.71464 -2.22824
C 2.07234 1.65611 -2.00213
H -2.18006 -3.13736 0.47235
H -0.72567 -2.86492 1.58886
Pt -0.00613 -1.24684 -1.61650
C -0.39637 0.85872 0.51210
O 0.54944 0.60855 -0.53227
H 0.49809 2.64284 -0.95512
H 2.42821 2.57311 -2.46905
C -0.69915 -0.45019 1.19501
C -1.16951 -2.71930 0.59140
H 0.03389 1.55912 1.24144
H -1.46752 -0.29312 1.96785
C 1.04360 1.71746 -1.16174
O -1.20947 -1.34537 0.22779
H -0.47187 -3.34973 -0.15697

***

35
Properties=species:S:1:pos:R:3 method="wB97M-V/def2-TZVPD" e_tot_ha=-537.2335 charge=+1 de_lowest_kj_mol=216.0 gap_ev=8.6
C -2.78956 -1.56871 -1.85857
H 1.81330 -3.30835 2.02901
C 1.83005 -1.29496 1.57633
H -1.69280 0.59561 1.50906
C 1.81979 0.85224 -1.07653
N 2.81545 3.08970 0.32021
H -3.52464 -0.07870 0.27161
C 1.36578 -2.46149 2.50217
C 1.10745 -1.19588 0.18013
H 1.78717 -1.72149 -0.50573
N -0.25939 0.83199 0.06997
H 2.17044 3.40865 -0.42361
H -3.01474 -1.66337 -2.85963
H -1.84627 -1.83296 -1.47638
H -0.98369 2.63819 0.10876
C -2.67507 -0.00519 -1.70297
H 0.29388 -2.44293 2.43839
H 1.39254 1.43254 -1.92966
H 2.20178 3.06879 1.14223
N 0.79404 0.14918 -0.26583
H 1.82414 -2.48367 3.46888
C -1.44629 0.19636 0.54250
H -1.37191 -0.82472 0.45277
H 2.84412 -1.65590 1.19190
H 2.40832 0.04856 -1.65513
H -3.55464 -2.13699 -1.34101
N -0.11215 2.11038 -0.02524
H -3.57436 0.34442 -2.18554
H 1.79564 -0.35695 2.18637
H -1.82078 0.47226 -2.33846
C -2.69138 0.52198 -0.25811
H 0.06678 -1.67217 0.23634
H 2.49060 1.53452 -0.45315
H -2.98849 1.56793 -0.36672
H 3.52485 3.84111 0.49565

***

19
Properties=species:S:1:pos:R:3 method="wB97M-V/def2-TZVPD" e_tot_ha=-311.0238 de_lowest_kj_mol=93.1 gap_ev=10.7 smiles=CC1(O)CCCC1
H -2.06115 -0.33550 1.36292
H -2.73015 -0.18694 -0.33145
C 2.04008 -0.70756 -0.56829
H 0.47036 0.13935 2.13687
H 1.82812 -1.07170 -1.57653
H 2.58274 -1.48435 -0.02073
H -1.05740 -2.10248 0.28269
H -1.04081 1.58457 1.20154
C -0.69210 -1.14636 -0.14814
H 0.88177 1.93144 -0.24305
H -1.74232 2.01930 -0.35567
O 1.14336 -0.19041 1.52627
C -1.80443 -0.13796 0.26515
H -0.59046 -1.40860 -1.21492
C -1.15631 1.25800 0.16845
C 0.23369 1.06199 -0.42681
C 0.73071 -0.28461 0.16230
H 0.19698 0.94392 -1.52079
H 2.76730 0.11789 -0.69981